(a)
# C7H16

A structure of composition C7H16 (ωB97M-V/def2-TZVPD, the Open Molecules 2025 dataset).

```
! RIJCOSX wB97M-V def2-TZVPD def2/J DEFGRID3
* xyz 0 1
C 5.17 -0.72 -0.02
C 4.91 0.59 0.06
C -1.71 2.58 -0.29
C -1.66 1.35 0.51
C -1.71 0.01 -0.28
C -2.14 -1.33 0.67
C -1.88 -2.54 -0.38
H 4.52 -1.65 -0.55
H 5.98 -1.08 0.70
H 4.15 1.07 -0.65
H 5.33 1.52 0.66
H -0.90 2.48 -1.05
H -2.64 2.79 -0.99
H -1.31 3.49 0.19
H -2.59 1.53 1.08
H -1.02 1.36 1.35
H -2.49 0.13 -1.05
H -0.62 -0.03 -0.66
H -3.16 -1.43 1.25
H -1.31 -1.61 1.32
H -1.09 -2.05 -1.14
H -1.05 -3.56 0.11
H -2.77 -2.90 -0.82
*
```

## Properties
LUMO level	0.855	eV



(b)
# C7H16

A cluster of 2 separate species, C7H16 in total (ωB97M-V/def2-TZVPD, the Open Molecules 2025 dataset).

```
! RIJCOSX wB97M-V def2-TZVPD def2/J DEFGRID3
* xyz 0 1
C -4.39 -0.46 -0.04
C -4.00 -1.00 -1.19
C -3.67 -2.45 -1.39
H -4.62 0.61 0.05
H -4.49 -1.07 0.87
H -3.92 -0.35 -2.07
H -3.79 -3.00 -0.44
H -2.63 -2.56 -1.73
H -4.34 -2.89 -2.15
C 2.00 1.85 2.21
C 3.12 0.03 -1.06
C 2.39 1.67 0.75
C 2.73 0.22 0.41
H 1.76 2.91 2.43
H 2.83 1.54 2.87
H 1.12 1.23 2.45
H 4.01 0.65 -1.29
H 2.29 0.34 -1.71
H 3.36 -1.02 -1.27
H 1.56 2.00 0.10
H 3.27 2.30 0.52
H 3.56 -0.12 1.06
H 1.85 -0.42 0.64
*
```

## Properties
LUMO level	0.971	eV



Stability verdict: (b), ahead by 425.1 kJ/mol



(a)
# C5H7NOS2

The molecule C5H7NOS2 (ωB97M-V/def2-TZVPD, the Open Molecules 2025 dataset).

```
! RIJCOSX wB97M-V def2-TZVPD def2/J DEFGRID3
* xyz 0 1
C 3.68 0.33 0.23
C -0.72 0.23 -0.70
C -0.18 1.49 0.06
C 0.02 -1.00 -0.34
C 2.35 0.45 0.06
N 4.64 -0.13 0.66
O 2.20 -2.07 0.17
S 1.55 1.92 -0.56
S 1.76 -0.94 -0.87
H -1.87 0.29 -0.51
H -0.66 0.46 -1.83
H -0.56 2.45 -0.32
H 0.00 1.48 1.12
H 0.20 -1.02 0.79
H -0.29 -1.95 -0.75
H 3.07 -1.74 0.67
*
```

## Properties
LUMO level	0.237	eV



(b)
# C5H7NOS2

The molecule C5H7NOS2 (ωB97M-V/def2-TZVPD, the Open Molecules 2025 dataset).

```
! RIJCOSX wB97M-V def2-TZVPD def2/J DEFGRID3
* xyz 0 1
C -0.72 0.56 -0.37
C 0.59 1.19 0.04
C 1.41 0.00 0.65
C 0.99 -1.27 -0.10
C -0.47 -1.07 -0.52
N -1.85 1.07 -0.06
O -2.14 2.22 0.23
S -1.88 -1.73 0.48
S -3.14 -0.33 -0.22
H 0.97 1.62 -0.95
H 0.16 1.93 0.69
H 2.51 0.15 0.44
H 1.37 0.04 1.73
H 1.61 -1.10 -1.06
H 1.18 -2.11 0.60
H -0.59 -1.16 -1.60
*
```

## Properties
LUMO level	0.291	eV



Stability verdict: (b), ahead by 11.3 kJ/mol



(a)
# C32H33Br2ClFeN2O9

A structure of composition C32H33Br2ClFeN2O9 (ωB97M-V/def2-TZVPD, the Open Molecules 2025 dataset).

```
! RIJCOSX wB97M-V def2-TZVPD def2/J DEFGRID3
* xyz -2 5
Fe -0.52 -0.45 -0.29
C 2.21 -1.34 1.66
O 1.50 -0.12 1.52
C 1.15 0.53 2.64
C 1.80 0.41 3.85
C 1.39 1.21 4.92
Br 2.31 1.05 6.58
C 0.35 2.10 4.80
C -0.34 2.19 3.58
C 0.03 1.39 2.51
O -0.56 1.41 1.30
C -1.42 3.20 3.54
N -1.48 4.21 4.39
C -2.60 4.92 4.02
C -3.15 6.08 4.56
C -4.30 6.59 3.99
C -4.91 5.96 2.89
C -4.38 4.81 2.34
C -3.22 4.31 2.92
N -2.44 3.22 2.63
H 3.22 -1.16 2.04
H 2.26 -1.77 0.66
H 1.67 -2.02 2.31
H 2.62 -0.28 3.97
H 0.05 2.73 5.62
H -1.56 1.17 1.33
H -2.68 6.57 5.41
H -4.75 7.49 4.39
H -5.81 6.38 2.47
H -4.84 4.32 1.49
H -2.70 2.46 2.00
C 1.67 4.97 -5.98
C 1.63 3.44 -6.13
C 0.78 3.08 -7.35
C 3.06 2.96 -6.39
C 1.03 2.81 -4.88
C 1.70 1.89 -4.09
C 1.08 1.35 -2.98
Br 2.05 0.11 -1.92
C -0.24 1.66 -2.55
O -0.77 1.12 -1.52
C -0.91 2.64 -3.36
C -0.26 3.15 -4.47
C -2.34 3.16 -3.10
C -3.24 2.73 -4.26
C -3.00 2.68 -1.81
C -2.31 4.70 -3.04
H 2.10 5.43 -6.88
H 2.28 5.26 -5.12
H 0.67 5.38 -5.84
H 1.20 3.52 -8.26
H -0.24 3.44 -7.24
H 0.74 2.00 -7.48
H 3.46 3.44 -7.29
H 3.09 1.88 -6.54
H 3.72 3.20 -5.55
H 2.71 1.57 -4.31
H -0.80 3.88 -5.08
H -3.29 1.64 -4.32
H -2.87 3.10 -5.22
H -4.26 3.10 -4.12
H -3.14 1.61 -1.81
H -3.98 3.17 -1.73
H -2.42 2.94 -0.93
H -1.96 5.15 -3.97
H -1.64 5.03 -2.24
H -3.31 5.08 -2.83
O -0.52 -3.89 1.78
C -0.48 -2.98 0.96
O -0.46 -1.72 1.25
C -0.42 -3.27 -0.60
O -0.52 -4.42 -1.01
O -0.22 -2.22 -1.30
Cl -5.65 -0.85 -1.03
C -4.99 0.04 0.37
C -3.47 0.13 0.42
O -2.77 -0.52 -0.36
O -3.09 0.95 1.32
H -5.33 -0.46 1.27
H -5.40 1.05 0.35
*
```

## Properties
LUMO level (alpha / beta)	3.843 / 3.843	eV
expectation value of S²	6.007



(b)
# C32H33Br2ClFeN2O9

A structure of composition C32H33Br2ClFeN2O9 (ωB97M-V/def2-TZVPD, the Open Molecules 2025 dataset).

```
! RIJCOSX wB97M-V def2-TZVPD def2/J DEFGRID3
* xyz -2 5
Fe -0.16 0.49 -0.48
C -1.59 3.01 1.10
O -0.55 2.89 0.13
C -0.36 3.92 -0.71
C -0.95 5.17 -0.55
C -0.66 6.16 -1.48
Br -1.48 7.87 -1.25
C 0.18 5.97 -2.54
C 0.78 4.71 -2.70
C 0.52 3.69 -1.79
O 1.17 2.51 -1.85
C 1.68 4.52 -3.85
N 2.16 5.52 -4.56
C 2.93 4.92 -5.54
C 3.68 5.48 -6.57
C 4.34 4.63 -7.43
C 4.27 3.24 -7.29
C 3.53 2.66 -6.27
C 2.88 3.52 -5.40
N 2.08 3.30 -4.31
H -1.34 3.77 1.84
H -1.65 2.05 1.59
H -2.53 3.24 0.60
H -1.62 5.36 0.27
H 0.40 6.75 -3.25
H 0.67 1.80 -2.39
H 3.74 6.56 -6.68
H 4.93 5.05 -8.24
H 4.79 2.60 -8.00
H 3.46 1.58 -6.16
H 1.85 2.42 -3.89
C -1.10 -6.55 3.65
C -0.41 -6.17 2.34
C 1.07 -6.55 2.44
C -1.06 -6.98 1.21
C -0.55 -4.67 2.03
C 0.03 -4.15 0.88
C -0.13 -2.81 0.58
Br 0.67 -2.12 -1.00
C -0.88 -1.88 1.35
O -1.04 -0.67 0.99
C -1.42 -2.43 2.56
C -1.24 -3.78 2.84
C -2.21 -1.60 3.59
C -3.62 -2.19 3.74
C -2.36 -0.11 3.26
C -1.48 -1.68 4.95
H -0.97 -7.62 3.83
H -2.17 -6.33 3.61
H -0.66 -6.01 4.49
H 1.18 -7.61 2.68
H 1.56 -5.96 3.22
H 1.60 -6.35 1.51
H -0.96 -8.05 1.39
H -0.59 -6.75 0.25
H -2.12 -6.73 1.12
H 0.61 -4.76 0.20
H -1.68 -4.16 3.75
H -4.14 -2.15 2.78
H -4.19 -1.61 4.47
H -3.60 -3.23 4.08
H -2.91 0.03 2.33
H -1.40 0.39 3.16
H -2.92 0.36 4.08
H -1.38 -2.71 5.30
H -2.02 -1.11 5.70
H -0.47 -1.26 4.85
O -3.59 0.71 -2.76
C -2.45 0.74 -2.32
O -2.06 1.01 -1.14
C -1.23 0.47 -3.29
O -1.39 0.32 -4.49
O -0.07 0.49 -2.69
Cl 3.27 -0.62 3.13
C 2.92 1.05 2.58
C 1.57 1.12 1.85
O 0.63 1.62 2.48
O 1.60 0.67 0.67
H 3.73 1.33 1.91
H 2.90 1.68 3.46
*
```

## Properties
LUMO level (alpha / beta)	3.821 / 3.821	eV
expectation value of S²	6.007



Stability verdict: (a), ahead by 33.1 kJ/mol